[1]
Here is 7 unconnected molecules or ions with the total composition C21H48NO8S7Si from OMol25. Energies are from the ωB97M-V functional and the def2-TZVPD basis.

* charge: -1
* 2S+1: 1
* HOMO: -3.6 eV
* HOMO-LUMO gap: 0.1902 Eh

Geometry (Å):
S  2.259  -3.645  5.454
S  -1.923  -0.323  -1.752
S  -6.873  -0.459  -4.064
S  3.497  0.318  -2.701
S  1.821  1.164  3.388
S  0.308  5.476  -1.673
S  5.207  -4.516  1.119
Si  -0.609  2.448  2.044
O  -0.436  -0.273  -1.685
O  0.355  4.829  -0.347
O  -2.385  4.082  3.214
O  2.744  -4.399  4.262
O  4.886  -3.123  1.507
O  4.164  -0.427  -1.605
O  -0.675  3.470  4.542
O  -5.390  -0.391  -4.004
N  -2.528  -1.875  2.097
C  0.508  -4.008  5.613
C  -7.365  0.393  -5.566
C  3.926  -5.507  1.883
C  -2.399  0.533  -3.251
C  4.350  1.895  -2.850
C  1.237  7.014  -1.546
C  2.908  -0.520  1.481
C  1.975  0.991  -2.020
C  2.058  -1.944  4.924
C  -1.323  -1.635  1.575
C  -1.310  6.251  -1.800
C  4.640  -4.751  -0.573
C  -1.358  0.714  2.095
C  -2.357  -1.961  -2.344
C  1.275  2.264  2.055
C  -7.288  -2.110  -4.636
C  3.279  0.472  2.573
C  -0.704  -0.396  1.564
C  -3.141  -0.813  2.621
C  -1.322  3.494  3.476
C  -2.617  0.472  2.634
H  -1.357  6.850  -2.710
H  3.048  -1.544  4.720
H  -7.009  -2.810  -3.851
H  1.589  1.865  1.093
H  2.360  -0.025  0.683
H  -1.831  0.138  -4.095
H  4.403  2.369  -1.869
H  2.955  -5.110  1.592
H  -3.429  -1.993  -2.540
H  -4.114  -0.987  3.063
H  -0.809  -2.481  1.135
H  0.013  -3.828  4.659
H  3.839  1.296  2.134
H  1.511  1.652  -2.752
H  3.794  -0.975  1.049
H  5.354  1.696  -3.219
H  3.606  -4.417  -0.655
H  2.297  -1.325  1.883
H  -2.100  -2.670  -1.560
H  -8.361  -2.171  -4.817
H  -2.172  1.590  -3.117
H  3.892  -0.027  3.319
H  -3.191  1.283  3.062
H  -8.436  0.262  -5.721
H  0.408  -5.055  5.893
H  1.733  3.233  2.231
H  0.283  -0.305  1.140
H  -1.484  6.866  -0.918
H  1.455  -1.909  4.016
H  -6.801  -0.003  -6.410
H  0.878  7.581  -0.686
H  -0.977  3.062  0.757
H  -3.470  0.389  -3.403
H  4.035  -5.412  2.962
H  4.023  -6.551  1.576
H  -1.792  -2.181  -3.250
H  4.730  -5.805  -0.838
H  0.079  -3.376  6.391
H  -7.141  1.449  -5.434
H  1.584  -1.368  5.718
H  2.198  1.533  -1.100
H  2.284  6.755  -1.405
H  1.120  7.590  -2.465
H  3.816  2.531  -3.556
H  -6.729  -2.331  -5.545
H  5.271  -4.149  -1.224
H  -2.050  5.455  -1.841
H  1.302  0.162  -1.801

Cartesian forces (eV/Å) of the 2 atoms listed first:
S -0.03 0.23 -0.06
S -0.19 0.03 0.14

[2]
Here is a gas-phase ion, C3H5ClNOS (charge +1) from OMol25. Energies are from the ωB97M-V functional and the def2-TZVPD basis.

* charge: +1
* energy relative to the best compared isomer or geometry (same formula, charge and spin): 21.84 kcal/mol
* 2S+1: 1
* HOMO (spin up / spin down): -14.7 / -14.7 eV
* HOMO-LUMO gap (spin up / spin down): 0.2865 / 0.2866 Eh

Geometry (Å):
Cl  -3.640  1.145  0.353
S  -2.458  -0.158  -0.650
O  0.064  -2.189  -0.044
N  0.938  0.810  -0.617
C  0.038  -1.033  0.178
C  1.324  -0.256  0.294
C  -1.066  -0.103  0.247
H  1.650  1.552  -0.871
H  -0.901  0.455  1.185
H  1.241  0.070  1.337
H  0.542  0.399  -1.502
H  2.268  -0.692  0.091

Cartesian forces (eV/Å) of the 2 atoms listed first:
Cl 0.36 -0.44 -0.55
S 0.57 0.61 1.39

[3]
Here is 10 unconnected molecules or ions with the total composition C14H48O10 from OMol25. Energies are from the ωB97M-V functional and the def2-TZVPD basis.

* charge: 0
* energy relative to the best compared isomer or geometry (same formula, charge and spin): 27.03 kcal/mol
* 2S+1: 1
* HOMO: -9.8 eV
* SMILES string: CC(C)O.CC(C)O.CC(C)O.CO.CO.CO.CO.CO.O.O
* HOMO-LUMO gap: 0.3639 Eh

Geometry (Å):
O  -2.422  2.883  -1.668
O  0.460  2.493  2.866
O  2.980  3.074  -0.948
O  -2.647  -1.986  -0.766
O  4.556  0.763  -1.723
O  2.813  1.273  3.704
O  -2.742  -5.285  3.362
O  -0.897  1.161  0.896
O  -3.544  0.601  -0.168
O  -1.465  1.328  -4.953
C  4.553  -1.596  -1.769
C  2.410  -0.341  -1.288
C  -1.980  3.901  -0.787
C  -3.080  -2.888  3.206
C  -3.914  -2.499  -1.159
C  3.932  -0.375  -1.127
C  -0.964  0.053  -2.977
C  3.011  0.041  3.006
C  -0.564  -0.208  1.038
C  -2.171  -4.002  3.669
C  0.269  2.147  -3.490
C  -0.757  -3.904  3.151
C  2.005  3.186  0.072
C  -0.411  0.925  -4.060
H  -0.449  -0.648  0.048
H  -0.921  3.787  -0.520
H  -2.847  0.994  0.378
H  -3.154  -0.225  -0.494
H  2.002  0.633  -1.023
H  1.229  1.910  -3.015
H  -2.570  3.917  0.134
H  0.371  -0.323  1.595
H  5.638  -1.548  -1.633
H  4.061  -0.257  3.027
H  2.472  -0.749  3.527
H  0.504  2.835  -4.307
H  -2.037  -2.722  -0.685
H  3.569  1.825  3.477
H  -2.512  -5.490  2.450
H  1.550  4.179  0.158
H  -1.484  -0.825  -3.371
H  2.445  2.871  1.012
H  2.622  3.469  -1.749
H  4.170  -0.377  -0.049
H  -0.119  -0.407  -2.446
H  -4.509  -2.830  -0.300
H  -2.715  2.133  -1.127
H  0.357  3.445  2.951
H  -0.346  2.660  -2.745
H  2.165  -0.520  -2.339
H  -2.095  4.858  -1.298
H  -3.830  -3.378  -1.808
H  -1.351  -0.744  1.580
H  1.141  2.530  -0.122
H  -0.112  -4.567  3.726
H  4.391  -1.601  -2.846
H  -2.018  1.950  -4.464
H  -3.358  -2.967  2.148
H  4.199  -2.504  -1.282
H  -1.635  0.571  -2.294
H  1.367  2.299  3.167
H  -0.378  -2.886  3.306
H  -0.644  -4.087  2.080
H  -2.182  -3.964  4.760
H  -0.445  1.635  1.616
H  2.645  0.113  1.980
H  -2.601  -1.911  3.318
H  -4.002  -2.890  3.785
H  -4.474  -1.744  -1.704
H  1.958  -1.131  -0.684
H  4.205  1.581  -1.345
H  0.299  0.356  -4.660

Cartesian forces (eV/Å) of the 2 atoms listed first:
O 0.01 0.11 0.24
O 0.14 0.32 0.09

[4]
Here is 2 unconnected molecules or ions with the total composition C11H15NO from OMol25. Energies are from the ωB97M-V functional and the def2-TZVPD basis.

* charge: 0
* energy relative to the best compared isomer or geometry (same formula, charge and spin): 7.53 kcal/mol
* 2S+1: 1
* HOMO: -7.8 eV
* SMILES string: Cc1c[nH]c2ccccc12.CCO
* HOMO-LUMO gap: 0.3174 Eh

Geometry (Å):
O  -2.080  1.812  -1.406
N  1.137  0.370  1.579
C  0.955  -0.168  0.328
C  0.648  -1.810  -1.887
C  0.492  -2.346  -0.636
C  0.347  -3.113  2.540
C  -2.603  4.207  -1.218
C  -1.686  3.039  -0.831
C  0.803  -0.410  -2.025
C  0.663  -1.528  0.489
C  0.995  0.417  -0.939
C  0.684  -1.805  1.899
C  1.012  -0.639  2.513
H  -0.631  3.259  -1.034
H  -1.765  2.857  0.236
H  0.600  -2.323  -2.843
H  -1.820  1.755  -2.327
H  0.854  0.079  -2.985
H  -3.382  4.282  -0.454
H  0.974  -3.893  2.113
H  -2.065  5.152  -1.126
H  1.607  1.247  1.720
H  0.455  -3.093  3.623
H  0.350  -3.408  -0.507
H  1.083  1.491  -1.080
H  1.120  -0.491  3.580
H  -3.138  4.051  -2.153
H  -0.664  -3.414  2.288

Cartesian forces (eV/Å) of the 2 atoms listed first:
O -0.18 -0.36 0.00
N 0.23 0.38 -0.05

[5]
Here is a molecular structure, C4H9O from OMol25. Energies are from the ωB97M-V functional and the def2-TZVPD basis.

* charge: -2
* energy relative to the best compared isomer or geometry (same formula, charge and spin): 37.13 kcal/mol
* 2S+1: 2
* HOMO (spin up / spin down): 4.4 / -0.2 eV
* HOMO-LUMO gap (spin up / spin down): 0.0653 / 0.2332 Eh

Geometry (Å):
O  2.732  1.091  0.167
C  1.154  -0.581  -0.865
C  0.650  -0.120  0.488
C  0.032  -1.217  1.346
C  2.140  -0.060  0.329
H  0.797  -1.777  1.901
H  -0.505  -1.946  0.737
H  -5.830  3.473  -2.089
H  1.324  0.161  -1.639
H  -0.598  -0.715  2.076
H  0.037  0.776  0.475
H  0.691  -1.513  -1.176
H  2.685  -0.800  0.941
H  -5.310  3.228  -2.692

Cartesian forces (eV/Å) of the 2 atoms listed first:
O 0.42 -0.01 -0.39
C 0.55 0.27 0.33

[6]
Here is C6H14O in the gas phase from OMol25. Energies are from the ωB97M-V functional and the def2-TZVPD basis.

* charge: 0
* energy relative to the best compared isomer or geometry (same formula, charge and spin): 50.84 kcal/mol
* 2S+1: 1
* HOMO: -10.1 eV
* SMILES string: CC(C)CCCO
* HOMO-LUMO gap: 0.4085 Eh

Geometry (Å):
O  1.138  -0.997  -2.217
C  -0.561  -0.652  0.018
C  -1.282  1.673  -0.496
C  0.745  -1.638  0.021
C  -0.276  0.813  0.276
C  -0.495  1.092  1.784
C  1.810  -1.306  -0.987
H  0.682  0.975  -0.064
H  -2.145  1.186  -0.807
H  2.435  -0.391  -0.694
H  -1.182  -1.264  0.823
H  -1.556  0.750  1.965
H  1.316  -1.799  1.030
H  -1.123  -0.842  -0.935
H  -0.689  2.158  2.081
H  2.651  -1.980  -0.941
H  0.506  -0.361  -1.849
H  -0.895  2.096  -1.432
H  0.393  -2.577  -0.169
H  0.101  0.465  2.507
H  -1.573  2.599  0.085

Cartesian forces (eV/Å) of the 2 atoms listed first:
O 0.84 -0.33 0.38
C 0.44 -3.96 1.16

Number 1: electronic energy -4562.3113 Eh. Number 2: electronic energy -1105.3198 Eh. Number 3: electronic energy -1314.5158 Eh. Number 4: electronic energy -558.1338 Eh. Number 5: electronic energy -232.7906 Eh. Number 6: electronic energy -312.1740 Eh.